(1)
# C20H25N3O

An isolated molecule of C20H25N3O (ωB97M-V/def2-TZVPD, OMol25).

charge	0
LUMO energy	0.68	eV
highest occupied orbital energy	-0.257	Ha
SMILES	CC(=O)N1CCN(c2ccc(NCc3ccc(C)cc3)cc2)CC1
energy	-1016.6312	Ha
ΔE to the lowest compared entry with this formula, charge and spin	78.2	kJ/mol

Cartesian coordinates (Å):
C 2.85478 5.65118 1.67670
C 2.09771 5.10875 0.48288
O 1.25824 5.76426 -0.10450
N 2.39733 3.84701 0.09025
C 3.42070 3.00476 0.66664
H 3.54432 3.24591 1.72304
C 3.04590 1.52447 0.56965
N 2.70951 1.11576 -0.78747
C 1.87583 0.00176 -0.91036
C 0.91401 -0.14724 -1.91023
C 0.15739 -1.29727 -2.02237
C 0.30484 -2.35395 -1.12618
C 1.25884 -2.20327 -0.11906
C 2.02680 -1.06366 -0.01669
H 2.76335 -1.01017 0.76905
H 1.40520 -3.00453 0.59294
N -0.37517 -3.55717 -1.25345
H -0.21159 -4.17136 -0.46508
C -1.75221 -3.62725 -1.71018
C -2.73152 -3.28234 -0.61457
C -2.86418 -1.96902 -0.17697
C -3.71553 -1.65866 0.86535
C -4.45988 -2.64739 1.49952
C -4.32278 -3.95754 1.06341
C -3.46602 -4.27190 0.02326
H -3.37195 -5.29958 -0.30011
H -4.89043 -4.74271 1.54282
C -5.39631 -2.29334 2.61466
H -5.73140 -3.18394 3.14052
H -4.91255 -1.62558 3.32529
H -6.27233 -1.77926 2.21848
H -3.80807 -0.63280 1.19291
H -2.29081 -1.18754 -0.65404
H -1.92972 -4.64889 -2.06105
H -1.87602 -2.95118 -2.55714
H -0.55997 -1.35973 -2.82672
H 0.72652 0.63817 -2.62573
C 2.61565 2.22711 -1.70485
H 3.62587 2.60587 -1.89931
C 1.75685 3.34132 -1.11534
H 0.76062 2.95188 -0.87066
H 1.63116 4.17495 -1.81198
H 2.21092 1.89427 -2.65708
H 3.90170 0.94116 0.93255
H 2.19539 1.33035 1.23882
H 4.38480 3.17656 0.16798
H 2.55257 6.68437 1.82353
H 3.92812 5.61185 1.50646
H 2.61352 5.08554 2.57440

(2)
# C7H7BrN3OS

A cluster of 2 separate species, C7H7BrN3OS in total at a distorted geometry (ωB97M-V/def2-TZVPD, OMol25).

charge	+1
LUMO energy (spin up / spin down)	-8.02 / -8.02	eV
highest occupied orbital energy (spin up / spin down)	-0.470 / -0.470	Ha
energy	-3482.1329	Ha
ΔE to the lowest compared entry with this formula, charge and spin	567.4	kJ/mol

Cartesian coordinates (Å):
C -0.36569 2.01780 -1.12631
C -1.12497 -2.62531 -0.47829
C -1.05418 -1.52332 0.37083
C 0.53995 -1.66973 -1.82660
C -0.26911 -2.74677 -1.53503
C -0.19545 -0.53871 0.00774
C 2.10447 2.70962 2.18233
N 0.34601 2.11104 -2.01136
N 0.62089 -0.69223 -1.02054
N -1.15277 1.72517 -0.09113
O -0.91916 0.68236 2.30354
S -0.15297 0.95154 1.15092
Br -0.52285 -4.25647 -2.67827
H -1.65612 -3.59340 -0.17922
H -1.88332 -1.33978 1.09439
H 1.31281 -1.47544 -2.65572
H 2.69292 2.14169 1.60150
H 1.91050 2.25324 3.04753
H 1.80152 3.72615 1.72210
H -2.03249 2.14255 0.12157

(3)
# H3OS2

A cluster of 2 separate species, H3OS2 in total at a distorted geometry (ωB97M-V/def2-TZVPD, OMol25).

charge	-1
LUMO energy	3.82	eV
highest occupied orbital energy	-0.091	Ha
energy	-873.4537	Ha
ΔE to the lowest compared entry with this formula, charge and spin	36.3	kJ/mol

Cartesian coordinates (Å):
O 1.04998 -1.48218 -0.85233
H 0.91742 -0.86708 -0.12918
S -0.27548 2.10014 0.05414
S -1.16082 0.24285 0.72697
H 1.01919 -0.92660 -1.63126
H -1.55029 0.93287 1.83166

Copy entry 1 word for word.
# C20H25N3O

An isolated molecule of C20H25N3O (ωB97M-V/def2-TZVPD, OMol25).

charge	0
LUMO energy	0.68	eV
highest occupied orbital energy	-0.257	Ha
SMILES	CC(=O)N1CCN(c2ccc(NCc3ccc(C)cc3)cc2)CC1
energy	-1016.6312	Ha
ΔE to the lowest compared entry with this formula, charge and spin	78.2	kJ/mol

Cartesian coordinates (Å):
C 2.85478 5.65118 1.67670
C 2.09771 5.10875 0.48288
O 1.25824 5.76426 -0.10450
N 2.39733 3.84701 0.09025
C 3.42070 3.00476 0.66664
H 3.54432 3.24591 1.72304
C 3.04590 1.52447 0.56965
N 2.70951 1.11576 -0.78747
C 1.87583 0.00176 -0.91036
C 0.91401 -0.14724 -1.91023
C 0.15739 -1.29727 -2.02237
C 0.30484 -2.35395 -1.12618
C 1.25884 -2.20327 -0.11906
C 2.02680 -1.06366 -0.01669
H 2.76335 -1.01017 0.76905
H 1.40520 -3.00453 0.59294
N -0.37517 -3.55717 -1.25345
H -0.21159 -4.17136 -0.46508
C -1.75221 -3.62725 -1.71018
C -2.73152 -3.28234 -0.61457
C -2.86418 -1.96902 -0.17697
C -3.71553 -1.65866 0.86535
C -4.45988 -2.64739 1.49952
C -4.32278 -3.95754 1.06341
C -3.46602 -4.27190 0.02326
H -3.37195 -5.29958 -0.30011
H -4.89043 -4.74271 1.54282
C -5.39631 -2.29334 2.61466
H -5.73140 -3.18394 3.14052
H -4.91255 -1.62558 3.32529
H -6.27233 -1.77926 2.21848
H -3.80807 -0.63280 1.19291
H -2.29081 -1.18754 -0.65404
H -1.92972 -4.64889 -2.06105
H -1.87602 -2.95118 -2.55714
H -0.55997 -1.35973 -2.82672
H 0.72652 0.63817 -2.62573
C 2.61565 2.22711 -1.70485
H 3.62587 2.60587 -1.89931
C 1.75685 3.34132 -1.11534
H 0.76062 2.95188 -0.87066
H 1.63116 4.17495 -1.81198
H 2.21092 1.89427 -2.65708
H 3.90170 0.94116 0.93255
H 2.19539 1.33035 1.23882
H 4.38480 3.17656 0.16798
H 2.55257 6.68437 1.82353
H 3.92812 5.61185 1.50646
H 2.61352 5.08554 2.57440

Question: Among the records above, which one has the lowest energy?
Answer: C7H7BrN3OS